1.
C5H41N3O13 | ωB97M-V/def2-TZVPD

The geometry in XYZ format:
```
62
Properties=species:S:1:pos:R:3
C -0.35 1.64 -1.46
N -0.40 0.26 -1.90
C -1.77 -0.10 -2.22
N -2.30 -1.30 -1.57
C 0.98 2.15 -0.86
C 0.87 3.57 -0.33
C 2.24 4.28 -0.28
N 1.40 1.19 0.23
H -0.56 2.36 -2.24
H -0.92 1.95 -0.55
H 0.09 -0.38 -1.30
H -2.51 0.68 -2.20
H -1.85 -0.39 -3.28
H -2.43 -1.20 -0.57
H -1.78 -2.11 -1.89
H 1.83 1.96 -1.53
H 0.53 3.55 0.71
H 0.25 4.08 -1.09
H 2.67 4.27 0.75
H 3.00 3.57 -0.62
H 2.36 5.24 -0.73
H 2.40 1.23 0.38
H 0.79 1.32 1.03
H -1.10 -2.21 0.51
H -1.57 -3.60 1.01
O -0.79 -3.11 0.69
H -2.29 1.67 3.01
H -2.38 1.59 4.66
O -2.14 1.17 3.84
H 1.92 -3.68 -0.37
H 3.48 -3.97 -0.60
O 2.59 -4.21 -0.83
H -2.47 2.46 0.79
H -3.97 2.69 1.40
O -3.06 2.39 1.55
H 2.80 -1.43 2.07
H 2.46 -0.51 3.11
O 3.27 -0.94 2.76
H 2.04 -0.81 -0.16
H 1.06 -1.79 0.41
O 1.97 -1.75 0.08
H -0.19 -0.68 3.24
H 0.37 0.63 3.98
O 0.50 0.00 3.27
H -4.55 0.12 -3.87
H -4.48 0.75 -2.39
O -4.26 0.85 -3.32
H -3.23 -1.49 3.12
H -2.48 -0.20 2.79
O -2.71 -1.08 2.43
H 3.96 0.73 2.21
H 5.09 1.68 1.80
O 4.14 1.55 1.71
H 2.41 -1.23 -1.90
H 1.80 -0.46 -3.05
O 2.65 -0.84 -2.75
H 2.10 -2.58 -3.57
H 2.71 -3.82 -2.85
O 2.46 -3.46 -3.71
H -4.38 -0.66 -0.12
H -4.43 -0.89 1.42
O -4.94 -0.59 0.65
```

Output
2S+1	1
E_LUMO	-0.35	eV
E	-36937.5855	eV

Here are the natural (NBO) charges for atoms 1 to 2, given in e:
1. C -0.196
2. N -0.673

2.
C7H11N | ωB97M-V/def2-TZVPD

The geometry in XYZ format:
```
19
Properties=species:S:1:pos:R:3
C 1.47 0.09 0.02
C 1.15 -1.20 0.73
N 0.99 1.23 0.57
C 0.56 -0.15 -1.64
C 0.86 -0.35 -2.80
H 2.49 0.17 -0.36
H 0.05 1.23 1.00
H 1.61 2.00 0.78
H 1.50 -2.05 0.14
H 1.64 -1.21 1.70
H 0.08 -1.30 0.88
H 1.03 -0.61 -3.81
C -2.04 0.05 -0.45
C -2.01 0.43 0.91
C -1.76 0.81 2.04
H -2.40 -0.97 -0.60
H -2.60 0.73 -1.08
H -0.77 -0.05 -1.07
H -1.85 1.15 3.04
```

Output
2S+1	1
E_LUMO	0.50	eV
E	-8920.8608	eV

Here are the natural (NBO) charges for atoms 1 to 2, given in e:
1. C 0.128
2. C -0.647

3.
C46H36BrF3NO4P2ReSi | ωB97M-V/def2-TZVPD

The geometry in XYZ format:
```
95
Properties=species:S:1:pos:R:3
Re 0.16 0.31 1.64
C 3.77 1.20 2.61
Si 2.57 0.47 1.35
C 2.94 1.46 -0.25
C 4.25 1.58 -0.74
C 4.55 2.39 -1.82
C 3.54 3.14 -2.41
C 2.24 3.03 -1.95
C 1.93 2.16 -0.90
P 0.22 1.99 -0.24
C -0.82 1.87 -1.73
C -2.20 2.04 -1.57
C -3.05 1.93 -2.66
C -2.54 1.66 -3.93
C -1.18 1.48 -4.09
C -0.32 1.57 -2.99
C 0.05 3.73 0.32
C 0.80 4.10 1.44
C 0.79 5.41 1.89
C 0.03 6.37 1.23
C -0.73 6.00 0.13
C -0.72 4.69 -0.32
C 3.26 -1.25 0.99
C 4.58 -1.65 1.25
C 5.00 -2.94 0.94
C 4.12 -3.85 0.38
C 2.81 -3.47 0.13
C 2.38 -2.18 0.45
P 0.67 -1.60 0.13
C -0.22 -3.13 0.61
C -0.32 -3.37 1.98
C -0.97 -4.50 2.46
C -1.53 -5.41 1.57
C -1.41 -5.19 0.20
C -0.76 -4.06 -0.27
C 0.76 -1.52 -1.70
C 1.98 -1.18 -2.29
C 2.12 -1.12 -3.66
C 1.04 -1.41 -4.48
C -0.19 -1.72 -3.92
C -0.34 -1.75 -2.54
H 4.77 1.34 2.20
H 3.85 0.56 3.49
H 3.41 2.18 2.95
H 5.05 1.02 -0.26
H 5.57 2.46 -2.18
H 3.77 3.80 -3.24
H 1.46 3.64 -2.40
H -2.62 2.22 -0.59
H -4.12 2.05 -2.51
H -3.21 1.57 -4.78
H -0.76 1.25 -5.06
H 0.73 1.39 -3.14
H 1.37 3.35 1.96
H 1.39 5.68 2.75
H 0.02 7.39 1.58
H -1.34 6.74 -0.37
H -1.32 4.42 -1.18
H 5.28 -0.95 1.69
H 6.03 -3.23 1.15
H 4.44 -4.86 0.15
H 2.12 -4.18 -0.31
H 0.09 -2.64 2.67
H -1.04 -4.66 3.52
H -2.05 -6.28 1.94
H -1.84 -5.90 -0.50
H -0.67 -3.92 -1.34
H 2.84 -0.95 -1.66
H 3.07 -0.85 -4.09
H 1.15 -1.38 -5.56
H -1.05 -1.92 -4.54
H -1.31 -1.92 -2.10
F -2.20 2.85 4.13
C -2.94 1.85 3.59
F -4.21 2.07 3.92
F -2.57 0.71 4.19
C -2.74 1.81 2.04
O -3.73 1.93 1.35
O -1.53 1.74 1.63
C 0.50 0.32 3.51
H 1.40 0.49 4.10
H -0.40 0.24 4.14
Br -6.87 -2.88 -1.46
C -5.63 -2.68 -0.03
C -5.86 -3.35 1.16
N -5.04 -3.25 2.20
C -3.97 -2.47 2.07
C -3.65 -1.80 0.90
C -4.51 -1.90 -0.18
C -2.35 -1.07 0.75
O -1.76 -0.76 1.83
O -1.91 -0.86 -0.38
H -6.73 -3.99 1.27
H -3.31 -2.38 2.92
H -4.29 -1.37 -1.10
```

Output
2S+1	2
total charge	-1
E_LUMO (alpha / beta)	2.33 / 2.32	eV
E	-164751.1157	eV

Here are the Löwdin charges for atoms 1 to 2, given in e:
1. Re 0.980
2. C -0.222

> The highest E belongs to which entry?

C7H11N

> Look up the 2S+1 of the third one.

2

> What is the E in the first record?

-36937.5855 eV